{"formula": "C3H6F2S", "method": "wB97M-V/def2-TZVPD", "smiles": "CC(F)(F)CS", "relative_energy_kj_mol": 11.30, "multiplicity": 1, "homo_energy_ev": -9.490, "species": ["C", "C", "F", "F", "C", "S", "H", "H", "H", "H", "H", "H"], "xyz": [[-0.979311, 1.137720, -0.378824], [-0.475656, -0.259840, 0.120942], [-0.561154, -0.187433, 1.488009], [-1.464056, -1.137502, -0.191725], [0.840037, -1.030674, -0.219683], [2.386424, -0.068489, 0.110922], [-2.004478, 1.096546, 0.050215], [-0.279437, 1.880556, 0.152806], [-0.957616, 1.318827, -1.472771], [0.809601, -1.863750, 0.438236], [0.841360, -1.414456, -1.282914], [1.844281, 0.528498, 1.184783]], "forces_ev_per_angstrom": [[1.8, -0.3, 1.1], [-0.2, 0.2, -0.8], [0.5, 0.2, 0.4], [-0.6, -0.8, -0.6], [-0.2, 1.4, -1.2], [-0.9, -0.2, -0.2], [0.7, 0.7, -0.5], [-1.4, -0.8, -0.9], [0.0, -0.4, 0.8], [0.0, -0.8, 0.5], [0.0, 0.7, 1.2], [0.3, 0.0, 0.0]]}